Version a
The following is a quantum chemistry calculation of one molecule with the formula C5H7N, from OMol25.

Positions of all 13 atoms, in Å:
C -1.829 0.175 -0.038
N -0.416 0.157 0.230
C 0.237 -1.013 0.522
C 1.561 -0.850 0.218
C 1.713 0.473 -0.292
C 0.475 1.058 -0.275
H -2.379 0.220 0.903
H -2.012 -0.736 -0.596
H -2.102 1.026 -0.671
H -0.299 -1.879 0.898
H 2.321 -1.607 0.350
H 2.610 0.944 -0.654
H 0.118 2.031 -0.595

Calculated values
SMILES: Cn1cccc1
Charge: 0
Spin multiplicity: 1
HOMO level in Ha: -0.3038
HOMO-LUMO gap in eV: 9.3378

Version b
The following is a quantum chemistry calculation of C5H7N as an isolated structure, from OMol25.

Positions of all 13 atoms, in Å:
C 0.496 -1.078 0.257
C 0.484 -0.056 -0.896
C 0.668 1.281 -0.164
C -0.182 1.158 0.853
N -1.048 -0.094 -0.859
C -0.749 -0.239 0.624
H 1.337 -1.139 0.958
H 0.235 -2.070 -0.134
H 1.108 -0.206 -1.786
H 1.221 2.147 -0.512
H -0.586 1.900 1.530
H -1.467 -0.979 -1.166
H -1.518 -0.626 1.294

Calculated values
Charge: 0
Spin multiplicity: 1
HOMO level in Ha: -0.3347
HOMO-LUMO gap in eV: 10.2426

Version c
The following is a quantum chemistry calculation of one molecule with the formula C5H7N, from OMol25.

Positions of all 13 atoms, in Å:
C -0.288 0.761 1.356
C 0.162 0.064 0.115
C 1.372 0.219 -0.742
C 0.121 -0.141 -1.476
C -0.508 -1.032 -0.542
N -1.504 -1.815 -0.457
H -1.292 0.429 1.642
H -0.245 1.852 1.354
H 0.397 0.399 2.134
H -1.811 -1.855 0.518
H 2.207 -0.472 -0.640
H 1.693 1.250 -0.915
H -0.305 0.342 -2.349

Calculated values
SMILES: [H]/N=C1/[C@@H]2C[C@]12C
Charge: 0
Spin multiplicity: 1
HOMO level in Ha: -0.3224
HOMO-LUMO gap in eV: 9.6746

Version d
The following is a quantum chemistry calculation of one molecule with the formula C5H7N, from OMol25.

Positions of all 13 atoms, in Å:
C 0.562 0.175 1.550
C 0.396 0.900 0.285
C 0.462 -0.174 -0.851
C -1.032 0.063 -1.011
N -1.051 0.546 0.406
C 0.646 -1.429 0.003
H 1.413 -0.478 1.767
H -0.010 0.515 2.405
H 0.683 1.952 0.143
H 1.178 -0.118 -1.689
H -1.676 -0.797 -1.252
H -1.331 0.935 -1.635
H -0.239 -2.089 -0.121

Calculated values
Charge: 0
Spin multiplicity: 1
HOMO level (spin up / spin down) in Ha: -0.2992 / -0.3137
HOMO-LUMO gap (spin up / spin down) in eV: 7.2872 / 8.1953

Which structure wins on stability? version a wins.

Version a
The following is a quantum chemistry calculation of a 2-piece molecular cluster, C5H7N overall, from OMol25.

Positions of all 13 atoms, in Å:
C -1.643 -1.161 0.494
C 0.691 0.707 -0.598
C 1.470 0.558 0.681
C 1.841 0.106 -0.699
C -0.385 1.346 -1.245
N -1.223 1.942 -1.781
H -2.099 -2.092 0.841
H -1.432 -0.491 1.329
H -2.300 -0.655 -0.216
H 1.145 -0.154 1.447
H 1.956 1.447 1.090
H -0.688 -1.382 0.008
H 2.595 -0.301 -1.355

Calculated values
SMILES: N#CC1=CC1.C
Charge: 0
Spin multiplicity: 1
HOMO level in Ha: -0.3716
HOMO-LUMO gap in eV: 10.3470

Version b
The following is a quantum chemistry calculation of one molecule with the formula C5H7N, from OMol25.

Positions of all 13 atoms, in Å:
C -1.646 -0.795 -1.314
C -1.311 -0.167 -0.167
C 0.068 0.604 -0.217
C 0.891 -0.076 0.909
C 2.267 0.426 1.081
H -2.639 -1.276 -1.506
H -0.936 -0.778 -2.120
H -1.890 0.061 0.712
H -0.003 1.635 0.019
H 0.548 0.657 -1.188
H 0.442 0.111 1.850
H 0.874 -1.232 0.774
N 3.335 0.831 1.165

Calculated values
SMILES: C=CCCC#N
Charge: 0
Spin multiplicity: 1
HOMO level in Ha: -0.3777
HOMO-LUMO gap in eV: 11.1710

Version c
The following is a quantum chemistry calculation of C5H7N as an isolated structure, from OMol25.

Positions of all 13 atoms, in Å:
C 1.540 -0.605 -0.383
C 1.175 0.323 0.450
C -0.361 0.666 0.748
C -0.699 -1.797 -0.571
C -0.926 1.590 -0.091
N 0.408 -1.692 -1.060
H 2.476 -1.099 -0.562
H 1.823 0.847 1.131
H -0.469 0.872 1.811
H -1.638 -2.203 -0.905
H -0.907 -0.730 0.310
H -0.879 1.435 -1.159
H -1.543 2.393 0.280

Calculated values
Charge: 0
Spin multiplicity: 1
HOMO level in Ha: -0.2832
HOMO-LUMO gap in eV: 8.2603

Which structure wins on stability? version b wins.

Version a
The following is a quantum chemistry calculation of a 2-piece molecular cluster, C2H6NO2 overall, from OMol25.

Positions of all 11 atoms, in Å:
C 1.125 -1.742 0.573
C -0.315 2.194 0.088
N -0.110 -1.982 -0.178
O -0.291 0.860 -0.077
O 1.685 -0.712 0.644
H -1.167 2.413 -0.653
H -0.425 2.649 1.030
H 0.616 2.476 -0.424
H -0.566 -1.016 -0.399
H -0.865 -2.457 0.335
H 0.313 -2.683 -0.938

Calculated values
Charge: +1
Spin multiplicity: 1
HOMO level (spin up / spin down) in Ha: -0.4827 / -0.4826
HOMO-LUMO gap (spin up / spin down) in eV: 4.6539 / 4.6516

Version b
The following is a quantum chemistry calculation of an isolated ion of composition C2H6NO2 and charge +1, from OMol25.

Positions of all 11 atoms, in Å:
O -0.431 1.529 0.668
C 0.462 0.762 0.551
O 1.733 0.583 1.089
C 0.330 -0.205 -0.544
N -1.073 -0.763 -0.343
H 1.892 1.477 1.541
H 1.001 -1.064 -0.638
H 0.347 0.389 -1.519
H -1.095 -1.742 -0.304
H -1.717 -0.621 -1.103
H -1.450 -0.344 0.601

Calculated values
SMILES: [NH3+]CC(=O)O
Charge: +1
Spin multiplicity: 1
HOMO level in Ha: -0.5955
HOMO-LUMO gap in eV: 12.0483

Which structure wins on stability? version b wins.